21
Properties=species:S:1:pos:R:3:forces:R:3:mulliken_charge:R:1 method="wB97M-V/def2-TZVPD" e_lumo_ev=0.923 homo_energy_ev=-8.647 spin_multiplicity=1 fmax_ev_per_a=3.364 de_lowest_kcal_mol=45.32 smiles="CC(C)=C(C)F.C=C=N" total_charge=0 total_energy_ev=-11658.2219 mol_weight_g_mol=129.2
C -2.514442 0.227930 -1.669305 1.4096 1.0353 -1.6879 0.6599
C -1.869711 0.681630 -2.721282 -0.2773 -0.1505 -1.0927 -0.9176
C 1.222270 0.055700 0.482673 -0.7344 1.2493 2.4087 0.6639
C 0.597128 -1.058890 0.922223 1.0366 0.6292 -0.1508 0.3751
C 1.297792 1.443773 1.255139 -2.5161 -2.1444 -0.6241 -1.3844
C 1.788555 0.264269 -0.873599 2.7611 0.5411 1.3207 -1.4629
C -0.144761 -1.610414 2.135008 2.2223 -0.2665 0.4447 -0.9647
N -3.054169 0.022933 -0.619091 -0.6080 0.9718 1.0896 -0.4536
F 0.523249 -2.049695 0.001151 0.1178 -0.7540 -0.8891 -0.3031
H -0.782974 0.627704 -2.809183 -0.4428 -0.1865 0.2071 0.2121
H -2.424726 0.968305 -3.644824 0.3995 -0.0972 1.0919 0.2287
H 1.645244 2.192675 0.579801 -0.1210 0.5734 -0.3999 0.3952
H 1.947654 1.411735 2.054295 1.7534 -0.2376 1.7412 0.3698
H 0.324842 1.707663 1.718525 0.3769 0.0310 -0.5778 0.3198
H 2.608328 1.080851 -0.791075 -1.0944 -1.5198 -0.1937 0.3743
H 1.044401 0.717703 -1.431833 -1.4346 0.6167 -1.7282 0.4256
H 2.237957 -0.612804 -1.300621 -0.1553 -0.3583 -0.5081 0.3515
H -1.146007 -1.489052 1.811121 -1.3705 -0.6197 0.1656 0.2420
H -0.005460 -1.000798 3.040427 0.0424 -0.2198 -0.3259 0.3085
H 0.190840 -2.730234 2.362322 -0.9050 2.5072 -0.6983 0.2754
H -3.486009 -0.850985 -0.501872 -0.4602 -1.6006 0.4070 0.2846